Entry 1:
Density functional theory data (wB97M-V/def2-TZVPD) for C27H62CaN4O6PS3SbSi3 as an isolated structure.

Geometry as ORCA input:
```
! RIJCOSX wB97M-V def2-TZVPD def2/J DEFGRID3
* xyz -2 1
Ca -2.2086 0.4605 0.1088
N -0.4957 -1.7791 1.3789
C -1.4923 -2.6209 2.0394
C -2.8233 -1.8947 2.3021
O -3.7290 -2.5844 2.7884
O -2.8632 -0.6652 1.9979
H 0.4469 -2.0639 1.6243
H -0.5661 -0.8342 1.7455
H -1.1589 -3.0321 2.9988
H -1.7332 -3.4748 1.4009
S -4.4054 2.1096 -3.9449
C -3.5823 1.7588 -2.5277
S -4.4360 1.7143 -0.9979
S -1.8827 1.3780 -2.5523
C 1.2612 1.3777 -4.7726
Si 2.1717 1.5286 -3.1407
C 1.6488 3.0901 -2.2574
C 4.0152 1.6244 -3.5584
Sb 1.5576 -0.3803 -1.5535
Si 2.0654 -2.3347 -3.1071
C 0.7188 -2.4450 -4.4220
C 3.6994 -2.3201 -4.0581
C 2.0354 -3.9150 -2.0775
Si 3.6646 -0.3003 -0.0892
C 5.1909 -1.0831 -0.8938
C 4.1318 1.4570 0.3817
C 3.3037 -1.2916 1.4659
H 1.4239 2.2963 -5.3479
H 0.1863 1.2735 -4.6061
H 1.6271 0.5394 -5.3710
H 1.9646 3.9788 -2.8152
H 2.0553 3.1516 -1.2447
H 0.5572 3.0945 -2.1844
H 4.1823 2.4745 -4.2301
H 4.3612 0.7218 -4.0668
H 4.6321 1.7742 -2.6703
H 0.9856 -1.8499 -5.2981
H -0.2499 -2.0919 -4.0677
H 0.6053 -3.4850 -4.7478
H 3.7686 -1.4538 -4.7187
H 3.7368 -3.2187 -4.6871
H 4.5706 -2.3308 -3.4040
H 1.1047 -3.9786 -1.5072
H 2.8665 -3.9353 -1.3664
H 2.1101 -4.8019 -2.7153
H 5.4154 -0.6382 -1.8655
H 5.0547 -2.1596 -1.0278
H 6.0608 -0.9366 -0.2423
H 4.6465 1.9782 -0.4278
H 4.8178 1.4109 1.2365
H 3.2526 2.0209 0.6941
H 3.0210 -2.3200 1.2227
H 2.4814 -0.8011 1.9913
H 4.1774 -1.3238 2.1249
C -6.4125 -3.4883 0.2641
C -6.1020 -2.0251 0.5282
N -5.0821 -1.5906 -0.4050
C -3.9922 -2.3473 -0.7114
N -2.8936 -1.7532 -1.0299
C -1.8033 -2.4983 -1.6343
C -2.2236 -3.8772 -2.1200
C -3.0261 -4.5380 -1.0135
N -4.1936 -3.7282 -0.7329
C -5.1153 -4.2787 0.2502
H -6.9102 -3.5909 -0.7048
H -7.0737 -3.8820 1.0394
H -5.7671 -1.8975 1.5613
H -6.9900 -1.4111 0.3688
H -4.9471 -0.5920 -0.5692
H -0.9912 -2.5951 -0.9043
H -1.4129 -1.8885 -2.4517
H -1.3490 -4.4817 -2.3768
H -2.8508 -3.7934 -3.0121
H -2.3951 -4.6618 -0.1199
H -3.3771 -5.5325 -1.3052
H -4.6661 -4.2620 1.2540
H -5.3017 -5.3225 -0.0212
C -0.8773 5.0137 2.5541
C 0.3010 4.8676 1.5970
C -0.1560 5.0396 0.1530
C 1.3803 5.8863 1.9384
O 0.9706 3.5942 1.7492
P 0.2196 2.1705 1.8834
O 1.2379 1.1063 1.6902
O -1.0156 2.1827 1.0397
O -0.3158 2.1742 3.4161
C 0.4263 1.7190 4.5572
C -0.3839 2.2120 5.7507
C 0.4704 0.1943 4.5527
C 1.8322 2.3127 4.5981
H -1.2897 6.0201 2.4543
H -0.5571 4.8647 3.5865
H -1.6594 4.2917 2.3210
H -0.6625 6.0019 0.0391
H -0.8436 4.2438 -0.1299
H 0.7011 5.0191 -0.5200
H 0.9979 6.9017 1.8133
H 2.2397 5.7487 1.2802
H 1.7075 5.7548 2.9724
H -1.3957 1.8068 5.7019
H -0.4444 3.3020 5.7379
H 0.0813 1.8960 6.6874
H -0.5441 -0.1990 4.4592
H 0.9139 -0.1789 5.4794
H 1.0591 -0.1533 3.7050
H 1.7851 3.4037 4.6054
H 2.4070 1.9908 3.7303
H 2.3407 1.9787 5.5064
*
```

Output
**Gap between HOMO and LUMO**: 5.2178 eV
**Energy**: -137670.020 eV

***

Entry 2:
Density functional theory data (wB97M-V/def2-TZVPD) for C27H63AsF6MnNO5S2SbSi4Te as an isolated structure.

Geometry as ORCA input:
```
! RIJCOSX wB97M-V def2-TZVPD def2/J DEFGRID3
* xyz 2 2
Mn 2.4934 -0.1292 -1.5721
F 5.7530 0.4635 -3.9192
C 5.1862 1.0089 -2.8644
F 5.6364 2.2242 -2.6645
F 3.8385 1.0982 -3.1180
S 5.4539 -0.0829 -1.3765
O 4.3224 -1.0231 -1.4738
O 6.7452 -0.6394 -1.5018
N 5.2978 0.9200 -0.1863
S 4.0801 1.0682 0.7857
O 4.3922 1.2490 2.1565
O 2.9627 0.1526 0.4842
C 3.4371 2.7227 0.2933
F 3.2536 2.8037 -1.0284
F 2.2479 2.8895 0.8885
F 4.2648 3.6708 0.6781
O 0.0461 1.4611 -1.2565
C 0.9861 0.8238 -1.4397
C 4.3061 -3.7185 -3.1740
C 3.6615 -2.6879 -4.0933
As 2.0376 -1.8123 -3.4360
C 1.6789 -0.7000 -5.0151
C 1.1668 -1.3139 -6.3127
C 0.8913 -3.4077 -3.3289
C 0.1862 -3.9036 -4.5858
H 5.1913 -4.1331 -3.6564
H 3.6418 -4.5585 -2.9643
H 4.6200 -3.2851 -2.2269
H 3.3775 -3.1560 -5.0396
H 4.3654 -1.8917 -4.3421
H 2.6665 -0.2628 -5.1864
H 1.0334 0.1176 -4.6903
H 1.7774 -2.1552 -6.6404
H 1.2061 -0.5614 -7.1008
H 0.1354 -1.6501 -6.2357
H 0.1735 -3.2544 -2.5202
H 1.5850 -4.1744 -2.9812
H -0.5914 -3.2215 -4.9264
H -0.2853 -4.8658 -4.3797
H 0.8825 -4.0555 -5.4091
C -4.8495 3.1607 2.1188
Si -3.6804 2.1568 1.0731
C -4.2594 0.3882 0.9973
C -3.4709 2.8378 -0.6484
Si -1.5605 2.2860 2.1402
Te -0.0818 0.3219 2.0808
Si -0.6247 4.5390 1.8464
C -0.1682 4.5931 0.0446
C -2.0576 5.6660 2.2133
C 0.8044 4.7914 3.0119
Si -1.4210 2.0372 4.6288
C 0.3394 2.1214 5.2322
C -2.4073 3.5389 5.1290
C -2.3093 0.4973 5.1716
H -5.8283 3.1804 1.6315
H -4.5286 4.1939 2.2490
H -4.9850 2.7180 3.1075
H -5.1470 0.3260 0.3619
H -4.5247 -0.0004 1.9820
H -3.4979 -0.2625 0.5717
H -4.3638 2.5967 -1.2317
H -2.6057 2.4098 -1.1608
H -3.3592 3.9225 -0.6540
H -1.0573 4.6611 -0.5818
H 0.4066 3.7292 -0.2768
H 0.4373 5.4876 -0.1328
H -2.7866 5.6715 1.4017
H -1.6536 6.6796 2.3013
H -2.5787 5.4413 3.1414
H 1.2638 3.8633 3.3442
H 0.4863 5.3518 3.8935
H 1.5800 5.3749 2.5103
H 0.5971 3.1433 5.5104
H 1.0961 1.7714 4.5277
H 0.4203 1.4922 6.1226
H -1.8408 4.4598 4.9892
H -2.6383 3.4521 6.1955
H -3.3540 3.6269 4.5949
H -1.7131 -0.4033 5.0187
H -3.2650 0.3646 4.6606
H -2.5142 0.5905 6.2420
C -2.4931 -2.2642 2.9264
C -2.3229 -2.6915 1.4734
C -2.2315 -4.2198 1.3839
Sb -0.7326 -1.7419 0.3092
C -2.0522 -1.5699 -1.4684
C -2.6736 -2.9355 -1.7394
C -1.5507 -0.9406 -2.7568
C 0.7889 -3.2505 0.7294
C 1.0170 -3.2289 2.2359
C 2.1120 -3.0907 0.0002
H -3.4628 -2.6191 3.2839
H -2.4744 -1.1834 3.0621
H -1.7341 -2.6961 3.5790
H -3.2089 -2.3580 0.9338
H -1.4721 -4.6113 2.0606
H -2.0163 -4.6012 0.3859
H -3.1855 -4.6522 1.6929
H -2.7738 -0.8953 -1.0017
H -1.9296 -3.6895 -2.0013
H -3.3239 -2.8139 -2.6094
H -3.2880 -3.3154 -0.9295
H -0.9983 -1.6561 -3.3601
H -0.9455 -0.0548 -2.6183
H -2.4320 -0.6456 -3.3323
H 0.2790 -4.1621 0.4150
H 1.5659 -2.3345 2.5362
H 1.6377 -4.0908 2.4911
H 0.1066 -3.2963 2.8260
H 2.6050 -2.1550 0.2662
H 2.0102 -3.1403 -1.0792
H 2.7755 -3.9034 0.3065
*
```

Output
**Gap between HOMO and LUMO (spin up / spin down)**: 6.6532 / 4.9912 eV
**Energy**: -216208.590 eV
**⟨S²⟩**: 0.82
**Relative energy (zero: lowest compared OMol25 entry of this formula, charge and spin)**: 0.00 kJ/mol

***

no.,maximum force (eV/Å)
1,0.60
2,1.15